A 12-piece molecular cluster, C36H93N3O21 overall in a non-equilibrium geometry. Source: the Open Molecules 2025 dataset; level of theory: ωB97M-V/def2-TZVPD.

Each atom is followed by the atoms it is bonded to, with distances in Å.
Element x y z (Å)
1 H 0.14731 -2.73382 -0.91587  C23 1.092
2 H 4.82461 -1.61585 -7.28078  C55 1.096
3 H 1.85039 0.90296 -3.32342  C48 1.086
4 H 3.12356 6.14525 -0.95696  C68 1.091
5 H -2.21851 3.92162 -1.92759  C21 1.094
6 C -3.10081 -4.87531 1.86097  H20 1.088, H82 1.093, C117 1.509, H140 1.095
7 C 3.25288 1.69282 2.97592  H75 1.090, O123 1.411, H127 1.090, H146 1.096
8 H -2.43250 -4.31135 -0.08042  C117 1.091
9 H -4.83457 0.88163 -0.17832  C61 1.090
10 H 7.74114 1.23027 -1.72222  C90 1.096
11 H -6.54503 2.04952 6.24507  C53 1.091
12 H 0.53522 0.56448 3.90864  C78 1.098
13 O -0.42190 -6.84165 0.79665  C40 1.411, C87 1.325
14 H -1.26054 2.45038 -2.30267  C21 1.090
15 O 3.22074 4.81459 -2.49212  C68 1.441, C76 1.337
16 H -5.27701 -0.35913 -1.35356  C61 1.091
17 O -3.17115 -2.69877 1.03078  C39 1.303, C117 1.446
18 C 3.90557 0.90160 -0.60070  N22 1.471, C58 1.521, H83 1.090, H136 1.099
19 H -5.32741 2.23070 2.33495  C80 1.100
20 H -3.23024 -4.52506 2.88331  C6 1.088
21 C -1.78195 3.00393 -1.52132  H5 1.094, H14 1.090, O49 1.421, H94 1.091
22 N 4.30332 -0.24641 0.22804  C18 1.471, C73 1.443, H79 1.018
23 C 0.67031 -3.44522 -1.55823  H1 1.092, H45 1.089, C57 1.525, H59 1.095
24 H 4.35915 7.92839 -2.36036  C89 1.091
25 H -0.87581 -2.66173 -4.00213  C104 1.090
26 H 5.22924 -3.68003 2.64955  C121 1.097
27 H 2.60756 -1.50358 -0.18411  C73 1.103
28 H 2.13471 -5.03884 -1.30406  C57 1.088
29 C -2.18433 4.43159 2.25465  H71 1.088, H91 1.092, H93 1.098, O150 1.411
30 H 4.76181 0.11901 -7.09508  C55 1.088
31 O 0.18180 1.16492 1.08799  H36 0.972, C145 1.413
32 H 0.39616 1.54989 5.40931  C78 1.093
33 H 0.66683 4.73853 1.29107  C100 1.098
34 H 0.05315 -8.85062 0.60794  C40 1.093
35 H 4.99165 2.45570 -1.75593  C58 1.092
36 H -0.17523 1.95319 0.64489  O31 0.972
37 C -7.97657 -0.92309 5.97106  H97 1.089, H101 1.091, H132 1.094, O143 1.423
38 H 1.03607 3.32145 0.35979  C100 1.087
39 C -3.37820 -1.98495 -0.03961  O17 1.303, O67 1.343, O112 1.204
40 C -0.81561 -8.18979 0.65860  O13 1.411, H34 1.093, H62 1.087, H85 1.090
41 H 0.00385 4.58089 -0.32201  C100 1.094
42 C 2.69924 -2.04476 -5.77337  O50 1.394, H65 1.100, H103 1.100, C130 1.520
43 H -4.52602 0.65153 2.27137  C80 1.092
44 C -1.40040 -0.70873 -3.46768  H47 1.093, C104 1.516, H107 1.088, O118 1.440
45 H 0.01068 -4.01811 -2.20793  C23 1.089
46 H 5.28430 6.37720 -2.36941  C89 1.089
47 H -2.44475 -0.96722 -3.27397  C44 1.093
48 C 1.49253 1.85487 -2.94190  H3 1.086, O72 1.441, H102 1.089, H135 1.091
49 O -0.91499 3.32557 -0.44233  C21 1.421, H131 0.972
50 O 3.09471 -0.87573 -6.42121  C42 1.394, C55 1.402
51 H -6.98353 1.57759 3.95564  C133 1.100
52 H 0.78533 -2.01062 -6.71434  C130 1.102
53 C -6.57933 1.01109 5.91181  H11 1.091, H114 1.100, C133 1.531, O143 1.400
54 H -1.59353 0.11271 1.35562  C145 1.097
55 C 4.48163 -0.81623 -6.61403  H2 1.096, H30 1.088, O50 1.402, H129 1.095
56 H 2.40094 -0.31053 1.08832  C73 1.096
57 C 1.53640 -4.36062 -0.69996  C23 1.525, H28 1.088, H66 1.085, O147 1.441
58 C 5.15085 1.51651 -1.22201  C18 1.521, H35 1.092, O116 1.423, H120 1.099
59 H 1.27821 -2.79996 -2.20024  C23 1.095
60 H -1.33738 -3.77146 1.15025  C117 1.089
61 C -4.48069 -0.01121 -0.69358  H9 1.090, H16 1.091, O67 1.409, H122 1.092
62 H -1.38223 -8.49979 1.53314  C40 1.087
63 H 1.70766 0.38438 5.17486  C78 1.089
64 H 6.87028 2.12895 -2.99929  C90 1.096
65 H 3.10543 -2.95620 -6.23673  C42 1.100
66 H 2.11752 -3.74515 -0.02125  C57 1.085
67 O -4.12122 -0.92487 0.31757  C39 1.343, C61 1.409
68 C 3.13647 6.18305 -2.04756  H4 1.091, O15 1.441, C89 1.509, H152 1.091
69 O -0.15363 -0.46610 5.54427  C78 1.417, H92 0.974
70 H -2.35371 1.90278 2.92233  C148 1.099
71 H -2.45225 5.46654 2.45748  C29 1.088
72 O 2.50543 2.84965 -2.69573  C48 1.441, C76 1.318
73 C 3.13450 -0.98744 0.63533  N22 1.443, H27 1.103, H56 1.096, C110 1.506
74 H -2.46438 -0.48849 3.11856  C139 1.093
75 H 3.27456 2.48932 3.71954  C7 1.090
76 C 2.10762 4.07634 -2.42246  O15 1.337, O72 1.318, O137 1.198
77 H 5.07293 -4.89646 1.38266  C121 1.087
78 C 0.64883 0.56774 5.00054  H12 1.098, H32 1.093, H63 1.089, O69 1.417
79 H 4.86171 -0.80326 -0.41528  N22 1.018
80 C -4.53911 1.61274 2.78992  H19 1.100, H43 1.092, N99 1.459, C148 1.502
81 H 3.97100 -1.63280 2.49755  C110 1.096
82 H -2.64930 -5.87016 1.84482  C6 1.093
83 H 3.35634 1.62776 -0.00210  C18 1.090
84 H -6.34524 -0.03471 4.02100  C133 1.093
85 H -1.41347 -8.36350 -0.23654  C40 1.090
86 H -0.12087 -0.82817 1.08121  C145 1.093
87 C 0.29019 -6.32966 -0.19596  O13 1.325, O96 1.197, O147 1.325
88 H 7.43145 0.42501 -3.26776  C90 1.088
89 C 4.34807 6.87023 -2.62760  H24 1.091, H46 1.089, C68 1.509, H124 1.093
90 C 7.03160 1.14123 -2.55241  H10 1.096, H64 1.096, H88 1.088, O116 1.412
91 H -1.24957 4.12954 2.73240  C29 1.092
92 H -1.07897 -0.25139 5.33086  O69 0.974
93 H -2.10515 4.31487 1.16597  C29 1.098
94 H -2.61126 2.38122 -1.18355  C21 1.091
95 H -0.91452 0.02126 -0.28395  C145 1.096
96 O 0.48193 -6.84495 -1.25884  C87 1.197
97 H -8.53309 -1.31943 6.81885  C37 1.089
98 O -2.93997 -0.62882 5.16237  H106 0.979, C139 1.414
99 N -4.82552 1.39758 4.20467  C80 1.459, C133 1.457, H151 1.018
100 C 0.90160 4.39710 0.27477  H33 1.098, H38 1.087, H41 1.094, O115 1.419
101 H -6.98330 -1.35275 5.83445  C37 1.091
102 H 0.76016 2.22218 -3.65960  C48 1.089
103 H 3.05926 -2.05007 -4.73394  C42 1.100
104 C -0.82509 -1.68181 -4.47744  H25 1.090, C44 1.516, H108 1.096, N141 1.470
105 H -1.78258 0.70896 -5.89784  C125 1.095
106 H -3.59966 0.08726 5.06086  O98 0.979
107 H -0.90502 -0.71907 -2.49938  C44 1.088
108 H -1.36862 -1.62675 -5.42741  C104 1.096
109 H 4.53592 1.11225 1.62669  O123 0.976
110 C 3.41198 -2.05915 1.65613  C73 1.506, H81 1.096, O111 1.420, H126 1.098
111 O 4.13948 -3.08161 0.99166  C110 1.420, C121 1.408
112 O -2.96032 -2.16455 -1.15426  C39 1.204
113 H -2.35834 2.06122 -4.96347  C125 1.097
114 H -5.85391 0.46122 6.52885  C53 1.100
115 O 2.07963 5.06403 -0.14941  C100 1.419, H142 0.961
116 O 5.78304 0.62902 -2.13680  C58 1.423, C90 1.412
117 C -2.39556 -3.91511 0.93551  C6 1.509, H8 1.091, O17 1.446, H60 1.089
118 O -1.35772 0.67375 -3.86894  C44 1.440, C125 1.400
119 H 3.69092 -4.47731 2.44317  C121 1.098
120 H 5.81444 1.67180 -0.35969  C58 1.099
121 C 4.55286 -4.08647 1.88728  H26 1.097, H77 1.087, O111 1.408, H119 1.098
122 H -3.62597 0.27378 -1.31132  C61 1.092
123 O 4.52463 1.74632 2.36817  C7 1.411, H109 0.976
124 H 4.35392 6.88257 -3.72100  C89 1.093
125 C -2.22102 0.97311 -4.92957  H105 1.095, H113 1.097, O118 1.400, H144 1.096
126 H 2.46424 -2.48054 2.01661  C110 1.098
127 H 2.96958 0.73802 3.42007  C7 1.090
128 H -3.05487 2.24026 1.37473  C148 1.100
129 H 5.02485 -0.88318 -5.66589  C55 1.095
130 C 1.19149 -2.22985 -5.71365  C42 1.520, H52 1.102, N141 1.457, H153 1.089
131 H -0.22561 3.90481 -0.80870  O49 0.972
132 H -8.59419 -1.11419 5.08896  C37 1.094
133 C -6.19923 0.96856 4.42917  H51 1.100, C53 1.531, H84 1.093, N99 1.457
134 H 0.65145 -0.38139 -4.94767  N141 1.013
135 H 0.96912 1.67061 -2.00242  C48 1.091
136 H 3.30265 0.59281 -1.46582  C18 1.099
137 O 1.03309 4.48167 -2.07988  C76 1.198
138 H -2.04892 -1.97291 3.95997  C139 1.091
139 C -2.81225 -1.19768 3.87461  H74 1.093, O98 1.414, H138 1.091, H149 1.093
140 H -4.10760 -5.10130 1.49475  C6 1.095
141 N 0.59153 -1.36387 -4.70724  C104 1.470, C130 1.457, H134 1.013
142 H 1.82774 5.97071 -0.34539  O115 0.961
143 O -7.84899 0.48071 6.16853  C37 1.423, C53 1.400
144 H -3.24663 0.61435 -4.78301  C125 1.096
145 C -0.66040 0.07327 0.78067  O31 1.413, H54 1.097, H86 1.093, H95 1.096
146 H 2.41414 1.95373 2.32023  C7 1.096
147 O 0.71328 -5.13630 0.19310  C57 1.441, C87 1.325
148 C -3.25659 2.31734 2.45303  H70 1.099, C80 1.502, H128 1.100, O150 1.422
149 H -3.71787 -1.67311 3.48876  C139 1.093
150 O -3.31432 3.71582 2.70321  C29 1.411, C148 1.422
151 H -4.72004 2.28453 4.69314  N99 1.018
152 H 2.21694 6.65992 -2.38915  C68 1.091
153 H 0.92277 -3.26151 -5.48980  C130 1.089

## Properties
SMILES ... CCOC(=O)OC.CCOC(=O)OC.CCOC(=O)OC.COCCNCCOC.COCCNCCOC.COCCNCCOC.CO.CO.CO.CO.CO.CO
M ... 904.14 g mol⁻¹
HOMO level ... -0.33325 Ha